Density functional theory data (the ωB97M-V functional and the def2-TZVPD basis) for an isolated ion of composition C11H12IN2O and charge +1 at a distorted geometry.

The largest force on an atom is 3.4 eV/Å. Its relative energy (zero: lowest compared OMol25 entry of this formula, charge and spin) is 0.6329 eV. The calculation puts the LUMO energy (spin up / spin down) at -4.096 / -5.401 eV. The calculation puts the HOMO energy (spin up / spin down) at -10.446 / -12.580 eV.

```
! wB97M-V def2-TZVPD RIJCOSX def2/J DEFGRID3
* xyz 1 3
C -1.395 -0.932 -2.307
C -0.650 0.213 -2.341
C -0.840 -1.740 -1.337
C 1.087 2.814 0.905
C 1.264 2.523 -1.221
C 0.518 1.528 0.765
C 0.745 1.350 -0.740
C -0.151 0.561 1.637
C 0.915 -1.402 0.353
C -1.605 0.269 1.396
C 0.487 -2.510 1.291
N 0.303 0.197 -1.403
N 0.196 -1.037 -0.767
O 1.484 3.385 -0.245
I 3.035 -1.147 0.275
H -2.237 -0.987 -2.945
H -0.698 1.110 -2.928
H -0.967 -2.822 -1.197
H 1.166 3.360 1.810
H 1.650 2.751 -2.149
H 0.176 0.407 2.749
H -2.005 1.260 1.230
H -2.019 -0.176 2.258
H -1.779 -0.358 0.517
H 1.092 -3.443 0.980
H -0.448 -2.913 1.094
H 0.676 -2.260 2.321
*
```

Atom charges from the natural (NBO) analysis, given in e for atoms 1 to 6:
1 C -0.29
2 C 0.08
3 C 0.03
4 C 0.16
5 C 0.11
6 C -0.19